{
  "formula": "BrPbPd",
  "method": "the ωB97M-V functional and the def2-TZVPD basis",
  "multiplicity": 3,
  "charge": 3,
  "largest_force_ha_per_bohr": 0.017,
  "orbital_gap_ha": [0.3525, 0.2403],
  "lumo_energy_ev": [-15.8, -18.3],
  "s2": 2.0073,
  "species": ["Pd", "Pb", "Br"],
  "positions_angstrom": [[1.45, -1.81, -1.09], [-1.28, 1.70, 1.73], [-0.17, 0.11, -0.64]]
}

{
  "formula": "C105H130F18N26O37S18",
  "method": "the ωB97M-V functional and the def2-TZVPD basis",
  "charge": 6,
  "largest_force_ha_per_bohr": 0.324,
  "orbital_gap_ha": 0.0817,
  "lumo_energy_ev": -11.3,
  "species": ["C", "C", "C", "C", "C", "C", "N", "O", "C", "C", "C", "H", "H", "H", "H", "H", "H", "H", "H", "H", "H", "H", "H", "H", "H", "H", "H", "H", "H", "C", "N", "C", "C", "C", "C", "C", "C", "C", "C", "N", "C", "C", "C", "H", "H", "H", "H", "H", "H", "H", "H", "H", "H", "H", "H", "H", "H", "C", "N", "C", "C", "C", "C", "C", "C", "C", "C", "N", "C", "C", "C", "H", "H", "H", "H", "H", "H", "H", "H", "H", "H", "H", "H", "H", "H", "C", "N", "C", "C", "C", "C", "C", "C", "C", "C", "N", "C", "C", "C", "H", "H", "H", "H", "H", "H", "H", "H", "H", "H", "H", "H", "H", "H", "C", "N", "C", "C", "C", "C", "C", "C", "C", "C", "N", "C", "C", "C", "H", "H", "H", "H", "H", "H", "H", "H", "H", "H", "H", "H", "H", "H", "C", "N", "C", "C", "C", "C", "C", "C", "C", "C", "N", "C", "C", "C", "H", "H", "H", "H", "H", "H", "H", "H", "H", "H", "H", "H", "H", "H", "C", "N", "C", "C", "C", "C", "C", "C", "C", "C", "N", "C", "C", "C", "H", "H", "H", "H", "H", "H", "H", "H", "H", "H", "H", "H", "H", "H", "C", "N", "C", "C", "C", "C", "C", "C", "C", "C", "N", "C", "C", "C", "H", "H", "H", "H", "H", "H", "H", "H", "H", "H", "H", "H", "H", "H", "C", "N", "C", "C", "C", "C", "C", "C", "C", "C", "N", "C", "C", "C", "H", "H", "H", "H", "H", "H", "H", "H", "H", "H", "H", "H", "H", "H", "N", "S", "O", "O", "F", "S", "O", "O", "F", "N", "S", "O", "O", "F", "S", "O", "O", "F", "N", "S", "O", "O", "F", "S", "O", "O", "F", "N", "S", "O", "O", "F", "S", "O", "O", "F", "N", "S", "O", "O", "F", "S", "O", "O", "F", "N", "S", "O", "O", "F", "S", "O", "O", "F", "N", "S", "O", "O", "F", "S", "O", "O", "F", "N", "S", "O", "O", "F", "S", "O", "O", "F", "N", "S", "O", "O", "F", "S", "O", "O", "F"],
  "positions_angstrom": [[-0.94, -0.38, -2.47], [0.42, 0.08, -1.95], [1.29, 0.15, -3.29], [2.65, 0.82, -3.15], [2.41, 2.20, -2.63], [1.65, 2.34, -1.32], [0.35, 1.49, -1.44], [-0.57, 1.74, -0.33], [1.34, 3.84, -1.25], [2.60, 1.95, -0.12], [1.05, -0.87, -0.98], [-1.54, 0.39, -2.95], [-1.51, -0.73, -1.61], [-0.77, -1.23, -3.14], [0.79, 0.65, -4.12], [1.49, -0.90, -3.49], [3.09, 0.86, -4.15], [3.33, 0.22, -2.54], [2.08, 2.98, -3.31], [3.47, 2.44, -2.64], [0.60, 4.18, -1.98], [2.23, 4.43, -1.44], [1.06, 4.03, -0.22], [3.12, 1.02, -0.34], [2.04, 1.86, 0.80], [3.35, 2.74, -0.05], [0.99, -1.93, -1.24], [0.74, -0.76, 0.06], [2.14, -0.84, -0.89], [11.84, -3.66, 6.35], [10.37, -3.57, 5.87], [9.48, -4.45, 6.43], [8.12, -4.34, 6.02], [7.70, -3.37, 5.15], [8.71, -2.53, 4.62], [10.03, -2.61, 4.95], [6.27, -3.25, 4.75], [5.27, -3.26, 5.73], [3.89, -3.20, 5.34], [3.60, -2.98, 4.04], [4.57, -2.89, 3.06], [5.91, -3.12, 3.37], [2.22, -2.86, 3.47], [12.05, -4.68, 6.68], [12.08, -3.02, 7.20], [12.42, -3.38, 5.47], [9.67, -5.27, 7.11], [7.32, -4.92, 6.45], [8.51, -1.61, 4.09], [10.84, -2.03, 4.54], [5.48, -3.30, 6.79], [3.15, -3.26, 6.12], [4.25, -2.72, 2.04], [6.63, -3.12, 2.57], [2.15, -1.98, 2.83], [1.53, -2.81, 4.31], [2.04, -3.70, 2.80], [-6.60, 8.73, 2.96], [-5.76, 8.07, 1.90], [-6.22, 7.89, 0.65], [-5.42, 7.47, -0.40], [-4.13, 7.10, -0.14], [-3.56, 7.31, 1.15], [-4.46, 7.80, 2.17], [-3.30, 6.44, -1.16], [-2.88, 6.99, -2.39], [-2.14, 6.30, -3.29], [-1.92, 4.98, -3.08], [-2.19, 4.36, -1.93], [-2.89, 5.08, -0.96], [-1.32, 4.23, -4.21], [-7.33, 9.36, 2.44], [-6.01, 9.54, 3.37], [-6.91, 7.98, 3.69], [-7.29, 8.00, 0.57], [-5.78, 7.27, -1.40], [-2.53, 7.08, 1.36], [-4.23, 7.99, 3.21], [-3.24, 7.99, -2.57], [-1.97, 6.73, -4.27], [-1.93, 3.32, -1.83], [-3.15, 4.71, 0.02], [-1.09, 3.21, -3.90], [-0.40, 4.74, -4.49], [-2.02, 4.22, -5.05], [1.90, -13.99, 2.29], [1.42, -12.78, 1.65], [1.99, -11.58, 2.05], [1.57, -10.36, 1.49], [0.43, -10.34, 0.69], [-0.17, -11.55, 0.40], [0.25, -12.78, 0.91], [-0.14, -9.13, -0.01], [-1.47, -8.79, 0.11], [-1.96, -7.58, -0.36], [-1.26, -6.81, -1.18], [0.04, -7.07, -1.38], [0.65, -8.20, -0.74], [-1.96, -5.71, -1.85], [1.55, -14.08, 3.32], [2.97, -13.83, 2.30], [1.66, -14.83, 1.64], [2.84, -11.58, 2.72], [2.16, -9.46, 1.54], [-0.98, -11.56, -0.32], [-0.22, -13.74, 0.73], [-2.16, -9.44, 0.63], [-2.95, -7.23, -0.11], [0.51, -6.34, -2.02], [1.67, -8.39, -1.04], [-2.49, -6.07, -2.73], [-1.22, -4.95, -2.13], [-2.68, -5.24, -1.18], [-2.46, 0.57, -5.95], [-3.06, -0.58, -5.24], [-2.92, -1.88, -5.63], [-3.63, -2.91, -4.93], [-4.46, -2.61, -3.82], [-4.58, -1.30, -3.42], [-3.91, -0.27, -4.17], [-5.10, -3.65, -2.99], [-4.96, -3.70, -1.64], [-5.52, -4.74, -0.90], [-6.25, -5.73, -1.52], [-6.43, -5.71, -2.81], [-5.87, -4.66, -3.58], [-6.76, -6.88, -0.76], [-2.73, 1.51, -5.46], [-2.83, 0.64, -6.98], [-1.39, 0.46, -6.07], [-2.32, -2.11, -6.49], [-3.44, -3.91, -5.29], [-5.25, -1.04, -2.61], [-3.93, 0.78, -3.93], [-4.42, -2.90, -1.16], [-5.53, -4.74, 0.18], [-7.15, -6.38, -3.25], [-6.37, -4.50, -4.52], [-6.29, -7.85, -0.90], [-7.81, -7.03, -1.02], [-6.76, -6.64, 0.30], [-3.01, -0.66, 0.62], [-4.16, -0.65, 1.56], [-4.49, -1.67, 2.40], [-5.70, -1.66, 3.12], [-6.52, -0.50, 3.04], [-6.16, 0.55, 2.25], [-5.02, 0.41, 1.46], [-7.75, -0.38, 3.94], [-7.66, -0.60, 5.32], [-8.77, -0.42, 6.13], [-9.99, -0.08, 5.59], [-10.12, 0.11, 4.26], [-9.01, -0.05, 3.42], [-11.18, 0.15, 6.39], [-3.41, -0.84, -0.38], [-2.26, -1.38, 0.94], [-2.58, 0.34, 0.63], [-3.78, -2.46, 2.63], [-5.96, -2.52, 3.70], [-6.79, 1.42, 2.14], [-4.74, 1.17, 0.75], [-6.72, -0.96, 5.71], [-8.74, -0.62, 7.19], [-11.09, 0.32, 3.83], [-9.13, 0.01, 2.35], [-11.95, 0.62, 5.79], [-10.87, 0.82, 7.19], [-11.60, -0.80, 6.73], [2.19, 9.33, 6.24], [1.72, 7.92, 5.90], [1.99, 7.42, 4.67], [1.61, 6.13, 4.29], [0.90, 5.34, 5.20], [0.59, 5.89, 6.48], [1.04, 7.14, 6.81], [0.55, 3.92, 4.81], [0.43, 3.57, 3.47], [0.11, 2.32, 3.07], [-0.15, 1.36, 4.04], [-0.16, 1.64, 5.36], [0.26, 2.89, 5.79], [-0.43, 0.03, 3.65], [1.59, 9.67, 7.08], [1.89, 9.75, 5.28], [3.27, 9.30, 6.37], [2.58, 7.97, 3.95], [1.87, 5.69, 3.34], [-0.14, 5.39, 7.10], [0.83, 7.60, 7.77], [0.49, 4.37, 2.74], [-0.01, 2.05, 2.03], [-0.38, 0.79, 5.98], [0.28, 3.06, 6.86], [-1.13, -0.35, 4.40], [0.47, -0.59, 3.71], [-0.76, 0.05, 2.62], [7.51, 5.26, 2.02], [6.78, 5.22, 3.34], [6.69, 4.02, 4.01], [5.95, 4.00, 5.21], [5.42, 5.10, 5.89], [5.56, 6.33, 5.18], [6.20, 6.33, 3.91], [4.65, 5.02, 7.19], [4.93, 5.89, 8.28], [4.11, 5.81, 9.41], [3.04, 4.98, 9.42], [2.79, 4.06, 8.48], [3.59, 4.07, 7.29], [2.20, 5.05, 10.57], [7.39, 4.28, 1.57], [8.57, 5.47, 2.17], [7.11, 5.97, 1.29], [7.17, 3.21, 3.47], [5.87, 3.11, 5.82], [5.06, 7.23, 5.51], [6.17, 7.25, 3.34], [5.78, 6.55, 8.18], [4.27, 6.43, 10.27], [1.89, 3.48, 8.59], [3.32, 3.47, 6.43], [1.16, 5.28, 10.34], [2.46, 5.79, 11.32], [2.16, 4.08, 11.06], [3.83, 0.15, -8.39], [2.77, -0.58, -9.23], [1.71, -1.03, -8.52], [0.68, -1.66, -9.25], [0.69, -1.87, -10.61], [1.89, -1.43, -11.32], [2.92, -0.76, -10.61], [-0.48, -2.47, -11.44], [-0.56, -2.10, -12.76], [-1.61, -2.74, -13.46], [-2.48, -3.63, -12.96], [-2.22, -4.13, -11.72], [-1.21, -3.57, -10.93], [-3.67, -3.96, -13.65], [4.56, 0.52, -9.11], [4.30, -0.57, -7.72], [3.23, 0.88, -7.85], [1.71, -0.95, -7.44], [-0.15, -2.06, -8.67], [1.85, -1.47, -12.40], [3.79, -0.34, -11.09], [-0.02, -1.31, -13.26], [-1.92, -2.33, -14.41], [-2.89, -4.86, -11.29], [-1.09, -4.00, -9.94], [-4.44, -3.31, -13.24], [-3.96, -4.98, -13.36], [-3.49, -3.88, -14.72], [-0.08, 8.60, -7.04], [0.75, 8.48, -5.57], [2.19, 8.36, -5.60], [0.01, 7.88, -4.46], [0.64, 10.02, -5.29], [-0.48, 7.18, -7.10], [-1.76, 6.83, -6.44], [0.59, 6.15, -7.09], [-1.01, 7.21, -8.65], [-2.86, -4.59, 1.44], [-1.49, -4.51, 2.01], [-0.62, -5.68, 1.77], [-1.36, -3.58, 3.12], [-1.09, -3.52, 0.85], [-3.55, -5.41, 2.72], [-4.32, -4.55, 3.54], [-2.85, -6.54, 3.34], [-4.72, -6.13, 1.88], [9.12, 0.88, 3.30], [10.19, 0.86, 2.31], [10.08, 1.89, 1.30], [10.84, -0.39, 1.88], [11.33, 1.52, 3.29], [7.89, 0.32, 2.27], [7.98, -1.00, 1.74], [7.19, 1.36, 1.51], [6.78, 0.10, 3.47], [-4.71, 2.98, -4.07], [-5.68, 3.54, -3.14], [-7.05, 3.06, -3.31], [-5.40, 4.90, -2.66], [-5.19, 2.60, -1.93], [-5.34, 3.82, -5.46], [-5.18, 5.28, -5.61], [-6.53, 3.25, -6.10], [-4.11, 3.32, -6.43], [1.19, 2.31, -9.30], [-0.14, 2.06, -9.90], [-0.89, 3.16, -10.48], [-0.96, 0.93, -9.36], [0.41, 1.48, -11.32], [0.68, 2.65, -7.72], [0.94, 1.58, -6.80], [-0.57, 3.43, -7.52], [1.88, 3.62, -7.24], [-4.68, 5.17, 3.91], [-3.22, 4.34, 3.53], [-2.35, 4.94, 2.54], [-3.17, 2.84, 3.68], [-2.41, 4.83, 4.85], [-5.44, 4.25, 3.18], [-6.05, 3.14, 3.95], [-5.17, 4.09, 1.74], [-6.74, 5.20, 3.07], [0.28, -5.57, -4.09], [1.20, -4.15, -4.51], [0.69, -3.13, -5.39], [2.65, -4.33, -4.52], [0.91, -3.41, -3.11], [-0.35, -5.81, -5.43], [0.64, -6.41, -6.34], [-1.44, -4.96, -5.84], [-1.25, -7.07, -4.85], [2.32, -0.41, 5.71], [3.55, 0.59, 5.21], [4.88, 0.33, 5.84], [3.22, 1.95, 4.96], [3.79, -0.01, 3.75], [2.49, -0.26, 7.18], [2.30, 1.12, 7.71], [3.20, -1.29, 7.94], [0.96, -0.80, 7.43], [3.65, -5.07, 1.23], [3.03, -4.77, -0.26], [2.72, -5.79, -1.20], [3.44, -3.48, -0.79], [1.62, -4.44, 0.40], [4.61, -6.15, 0.73], [5.62, -5.85, -0.21], [4.19, -7.53, 0.69], [5.54, -6.16, 2.08]]
}